Record 1
Density functional theory data (ωB97M-V/def2-TZVPD) for a 7-piece molecular cluster, C33H42BrClN6O3 overall.

Output
Energy: -4871.10371 a.u.
Gap between HOMO and LUMO: 0.2968 hartree
Structure (SMILES): CC[C@@H](Br)[C@@H]1CC(=O)O[C@@H]1CC(=O)Cl.c1cc[nH]c1.c1cc[nH]c1.c1cc[nH]c1.c1cc[nH]c1.c1cc[nH]c1.c1cc[nH]c1

```
! RIJCOSX wB97M-V def2-TZVPD def2/J DEFGRID3
* xyz 0 1
C -5.48 -2.53 -1.85
C -4.11 -3.13 -1.58
C -2.97 -2.14 -1.82
Br -2.92 -0.82 -0.38
C -1.62 -2.85 -1.94
C -0.33 -2.12 -1.58
C 0.69 -3.03 -2.19
O 1.77 -3.35 -1.80
O 0.17 -3.53 -3.35
C -1.27 -3.45 -3.33
C -1.75 -2.84 -4.65
C -1.29 -1.48 -5.13
O -0.85 -1.28 -6.20
Cl -1.45 -0.13 -3.97
H -5.57 -2.19 -2.88
H -6.27 -3.27 -1.67
H -5.68 -1.68 -1.19
H -4.04 -3.51 -0.56
H -3.94 -3.99 -2.25
H -3.20 -1.55 -2.71
H -1.67 -3.72 -1.27
H -0.17 -1.91 -0.52
H -0.27 -1.18 -2.14
H -1.65 -4.47 -3.35
H -1.42 -3.51 -5.44
H -2.85 -2.83 -4.64
C 0.79 0.87 4.10
C -0.30 1.23 3.27
C -0.13 0.58 2.07
N 1.01 -0.16 2.15
C 1.58 0.01 3.39
H 0.97 1.20 5.11
H -1.11 1.89 3.52
H -0.73 0.59 1.17
H 1.40 -0.72 1.42
H 2.50 -0.48 3.65
C 5.56 3.44 1.93
C 4.66 3.96 0.96
C 3.45 3.35 1.15
N 3.58 2.48 2.19
C 4.85 2.53 2.68
H 6.59 3.70 2.07
H 4.89 4.70 0.21
H 2.51 3.47 0.63
H 2.84 1.90 2.55
H 5.16 1.91 3.51
C 3.74 -4.67 -6.42
C 4.31 -3.36 -6.44
C 3.99 -2.77 -5.25
N 3.26 -3.66 -4.51
C 3.11 -4.82 -5.22
H 3.80 -5.41 -7.21
H 4.87 -2.91 -7.24
H 4.22 -1.79 -4.86
H 2.89 -3.50 -3.59
H 2.56 -5.65 -4.81
C -6.26 2.59 0.55
C -6.57 3.80 1.23
C -5.51 4.11 2.03
N -4.56 3.14 1.86
C -5.01 2.21 0.96
H -6.88 2.07 -0.15
H -7.48 4.37 1.15
H -5.34 4.93 2.71
H -3.67 3.10 2.32
H -4.40 1.36 0.69
C -2.84 6.68 6.63
C -3.47 5.47 6.21
C -3.03 5.21 4.94
N -2.17 6.21 4.57
C -2.05 7.11 5.60
H -2.96 7.17 7.58
H -4.16 4.87 6.77
H -3.26 4.40 4.27
H -1.70 6.28 3.69
H -1.41 7.97 5.51
C 5.74 -2.11 1.81
C 4.44 -1.99 1.23
C 4.50 -2.49 -0.04
N 5.78 -2.91 -0.25
C 6.54 -2.69 0.86
H 6.04 -1.82 2.80
H 3.56 -1.58 1.71
H 3.74 -2.59 -0.80
H 6.11 -3.33 -1.11
H 7.58 -2.96 0.89
*
```

---

Record 2
Density functional theory data (ωB97M-V/def2-TZVPD) for C33H42ClN3O9SbTi as an isolated structure.

Output
Energy: -3674.10402 a.u.
ΔE to the lowest compared entry with this formula, charge and spin: 26.5 kcal per mole
Gap between HOMO and LUMO: 0.2718 hartree

```
! RIJCOSX wB97M-V def2-TZVPD def2/J DEFGRID3
* xyz -1 1
Ti 0.70 -0.13 0.15
O 3.98 -2.19 -0.39
C 3.12 -1.34 -0.42
O 1.82 -1.56 -0.52
C 3.39 0.18 -0.29
O 4.32 0.74 -0.82
O 2.44 0.73 0.44
C -1.73 4.94 -4.70
O -2.11 3.79 -3.97
C -2.42 3.98 -2.65
C -2.78 5.19 -2.09
C -3.07 5.27 -0.73
C -2.99 4.14 0.06
C -2.64 2.91 -0.50
C -2.35 2.82 -1.86
N -1.97 1.62 -2.47
C -1.25 0.68 -1.69
N -1.15 -0.68 -2.20
C -1.97 -0.44 -0.99
C -1.38 -0.96 0.31
C -2.26 -0.59 1.45
C -3.54 -0.22 1.29
C -4.20 -0.27 -0.02
C -3.45 -0.45 -1.12
O -3.90 -0.67 -2.38
C -5.30 -0.63 -2.56
N -0.06 1.16 -1.02
C 0.57 2.33 -1.50
C 0.81 3.37 -0.61
C 1.40 4.55 -1.03
C 1.75 4.71 -2.37
C 1.53 3.68 -3.26
C 0.95 2.49 -2.83
O 0.75 1.49 -3.76
C 1.64 0.38 -3.62
H -1.33 4.59 -5.64
H -0.96 5.50 -4.16
H -2.58 5.59 -4.90
H -2.82 6.08 -2.71
H -3.34 6.23 -0.30
H -3.19 4.19 1.12
H -2.54 2.04 0.13
H -1.55 1.77 -3.38
H -1.76 -0.81 -3.00
H -1.86 -0.67 2.46
H -4.14 0.04 2.15
H -5.27 -0.23 -0.06
H -5.48 -0.80 -3.61
H -5.70 0.35 -2.27
H -5.79 -1.40 -1.96
H 0.51 3.23 0.42
H 1.58 5.35 -0.32
H 2.21 5.64 -2.71
H 1.81 3.76 -4.31
H 1.61 -0.17 -4.56
H 1.33 -0.28 -2.81
H 2.66 0.74 -3.44
C 2.41 -5.74 0.09
C 3.36 -5.18 1.15
Sb 2.41 -3.62 2.29
C 4.19 -3.05 3.37
C 3.98 -1.82 4.25
C 1.66 -4.98 3.81
C 0.83 -4.28 4.89
H 2.90 -6.52 -0.51
H 2.09 -4.95 -0.59
H 1.52 -6.18 0.53
H 4.23 -4.72 0.68
H 3.70 -5.96 1.83
H 4.94 -2.85 2.60
H 4.53 -3.91 3.95
H 3.64 -0.97 3.66
H 4.90 -1.52 4.75
H 3.23 -2.00 5.02
H 2.51 -5.50 4.25
H 1.06 -5.73 3.29
H 1.43 -3.54 5.43
H 0.43 -4.98 5.62
H -0.01 -3.75 4.44
C 0.46 -0.12 4.46
O 0.64 -0.48 3.09
C 0.39 0.51 2.17
O 0.06 1.61 2.53
H 0.52 -1.04 5.03
H -0.51 0.36 4.61
H 1.24 0.58 4.78
Cl -2.59 -3.52 0.17
C -1.09 -2.44 0.28
H -0.50 -2.73 -0.59
H -0.59 -2.78 1.18
*
```

---

Record 3
Density functional theory data (ωB97M-V/def2-TZVPD) for C33H42N9PRhTe4 as an isolated structure in a non-equilibrium geometry.

Output
Energy: -3299.69063 a.u.
ΔE to the lowest compared entry with this formula, charge and spin: 0.0 kcal per mole
Gap between HOMO and LUMO (alpha / beta): 0.1810 / 0.1808 hartree

```
! RIJCOSX wB97M-V def2-TZVPD def2/J DEFGRID3
* xyz -1 1
Rh 0.70 -0.27 -0.13
C 1.19 1.41 -4.00
C 1.01 2.77 -3.87
C 0.61 3.28 -2.65
C 0.45 2.42 -1.56
N 0.71 1.10 -1.67
C 1.03 0.61 -2.88
N -0.05 3.05 -0.41
C -0.24 2.47 0.72
N -0.02 1.18 1.10
C -0.18 1.02 2.44
N 0.04 0.00 3.20
C 0.33 -1.27 2.73
C 0.36 -2.26 3.72
C 0.50 -3.59 3.38
C 0.58 -3.92 2.03
C 0.58 -2.91 1.10
N 0.50 -1.61 1.43
C -0.64 2.33 2.99
C -0.99 2.71 4.27
C -1.41 4.02 4.45
C -1.48 4.91 3.38
C -1.12 4.52 2.09
C -0.71 3.21 1.92
H 1.50 0.94 -4.93
H 1.15 3.44 -4.72
H 0.41 4.32 -2.49
H 1.16 -0.46 -2.93
H 0.25 -1.94 4.74
H 0.52 -4.35 4.15
H 0.67 -4.95 1.70
H 0.62 -3.10 0.04
H -0.92 2.01 5.09
H -1.69 4.36 5.44
H -1.82 5.93 3.55
H -1.16 5.20 1.25
Te 3.18 0.39 0.93
Te 5.54 -0.26 2.07
Te 4.19 -0.82 -3.12
Te 2.94 -1.63 -0.91
N -0.86 -1.26 -1.06
P -2.32 -1.49 -1.42
N -3.47 -1.85 -0.22
C -3.03 -2.45 1.03
C -2.95 -1.40 2.14
C -4.28 -0.68 2.31
C -4.71 -0.08 0.98
C -4.74 -1.17 -0.09
N -2.49 -2.79 -2.48
C -1.54 -2.81 -3.60
C -0.25 -3.56 -3.26
C -0.56 -4.97 -2.78
C -1.56 -4.93 -1.62
C -2.80 -4.13 -2.01
N -3.09 -0.28 -2.32
C -2.92 1.10 -1.93
C -2.61 1.98 -3.13
C -3.67 1.81 -4.22
C -3.82 0.33 -4.57
C -4.13 -0.47 -3.31
H -2.07 -2.92 0.88
H -3.75 -3.23 1.31
H -2.19 -0.68 1.84
H -2.63 -1.86 3.07
H -4.19 0.10 3.08
H -5.04 -1.38 2.66
H -4.00 0.69 0.68
H -5.70 0.39 1.06
H -5.05 -0.76 -1.05
H -5.50 -1.92 0.20
H -1.31 -1.78 -3.87
H -2.03 -3.28 -4.46
H 0.26 -2.99 -2.47
H 0.41 -3.58 -4.13
H 0.35 -5.49 -2.49
H -1.01 -5.54 -3.60
H -1.09 -4.44 -0.75
H -1.84 -5.94 -1.31
H -3.50 -4.06 -1.18
H -3.32 -4.67 -2.82
H -2.12 1.16 -1.19
H -3.84 1.47 -1.45
H -1.64 1.69 -3.53
H -2.55 3.03 -2.82
H -3.42 2.40 -5.10
H -4.63 2.18 -3.85
H -2.89 -0.04 -5.01
H -4.62 0.18 -5.31
H -4.22 -1.54 -3.53
H -5.10 -0.12 -2.92
*
```

---

Record 4
Density functional theory data (ωB97M-V/def2-TZVPD) for a 6-piece molecular cluster, C33H42O18 overall in a non-equilibrium geometry.

Output
Energy: -2636.81263 a.u.
ΔE to the lowest compared entry with this formula, charge and spin: 157.2 kcal per mole
Gap between HOMO and LUMO: 0.2912 hartree
Structure (SMILES): CCCOc1cccc2c1C(=O)C=CC2=O.C[C@@H]1COC(=O)O1.C[C@@H]1COC(=O)O1.C[C@@H]1COC(=O)O1.C[C@@H]1COC(=O)O1.C[C@@H]1COC(=O)O1

```
! RIJCOSX wB97M-V def2-TZVPD def2/J DEFGRID3
* xyz 0 1
C -7.12 4.40 2.73
C -7.72 2.89 2.83
C -6.65 1.95 2.09
O -6.67 0.56 2.56
C -5.48 0.01 1.96
C -5.47 -0.75 0.61
C -4.11 -1.25 0.06
C -2.73 -1.04 0.78
C -2.77 -0.29 2.13
C -4.13 0.22 2.71
C -4.13 1.01 4.12
O -5.06 0.90 4.96
C -2.83 1.93 4.36
C -1.59 1.46 3.83
C -1.48 0.07 3.02
O -0.44 -0.63 3.07
H -6.69 4.55 1.67
H -7.89 5.20 3.00
H -6.20 4.42 3.42
H -7.85 2.65 3.94
H -8.71 2.90 2.26
H -5.62 2.45 2.27
H -6.78 1.94 0.95
H -6.45 -0.93 0.05
H -4.07 -1.80 -0.94
H -1.74 -1.38 0.35
H -2.96 2.91 4.91
H -0.70 2.15 3.99
C 1.74 -1.56 2.08
C 2.58 -2.29 1.05
C 3.63 -1.44 0.41
O 3.81 -2.08 -0.85
C 2.61 -2.65 -1.16
O 2.32 -3.07 -2.25
O 1.78 -2.66 -0.08
H 0.75 -2.00 2.17
H 2.23 -1.60 3.06
H 1.60 -0.51 1.82
H 2.99 -3.21 1.47
H 4.56 -1.42 0.97
H 3.30 -0.41 0.22
C 3.45 3.31 3.43
C 2.43 2.84 2.41
C 2.55 3.52 1.08
O 1.23 3.40 0.56
C 0.40 3.37 1.65
O -0.78 3.52 1.59
O 1.11 3.19 2.80
H 3.06 3.19 4.45
H 4.38 2.76 3.34
H 3.67 4.37 3.31
H 2.48 1.75 2.32
H 3.28 3.04 0.42
H 2.79 4.59 1.16
C 4.27 -4.46 -5.07
C 4.87 -3.18 -5.60
C 4.15 -1.94 -5.14
O 4.45 -1.02 -6.19
C 4.61 -1.77 -7.32
O 4.64 -1.31 -8.43
O 4.71 -3.09 -7.02
H 4.46 -5.30 -5.74
H 4.68 -4.70 -4.08
H 3.18 -4.39 -4.96
H 5.94 -3.14 -5.38
H 4.51 -1.58 -4.18
H 3.06 -2.06 -5.10
C -1.86 7.88 1.44
C -3.31 7.94 1.86
C -3.86 6.63 2.35
O -5.25 6.77 2.08
C -5.35 7.60 1.00
O -6.35 7.74 0.35
O -4.16 8.21 0.74
H -1.64 8.64 0.68
H -1.20 8.04 2.30
H -1.61 6.91 1.00
H -3.46 8.75 2.58
H -3.68 6.47 3.41
H -3.49 5.77 1.78
C 3.99 -9.52 -5.46
C 4.82 -8.92 -4.35
C 4.31 -9.21 -2.97
O 4.82 -8.11 -2.22
C 4.90 -7.07 -3.10
O 5.06 -5.93 -2.77
O 4.76 -7.49 -4.38
H 4.07 -8.94 -6.38
H 4.31 -10.55 -5.66
H 2.93 -9.55 -5.20
H 5.87 -9.21 -4.47
H 4.68 -10.16 -2.58
H 3.22 -9.19 -2.91
*
```

---

Record 5
Density functional theory data (ωB97M-V/def2-TZVPD) for C33H42P2ReS6Si2Te as an isolated structure.

Output
Energy: -5279.96384 a.u.
ΔE to the lowest compared entry with this formula, charge and spin: 2.1 kcal per mole
Gap between HOMO and LUMO (alpha / beta): 0.2178 / 0.2354 hartree

```
! RIJCOSX wB97M-V def2-TZVPD def2/J DEFGRID3
* xyz 0 2
Re 0.02 0.09 0.49
S 0.44 0.55 -1.90
P -1.31 1.56 -1.68
C -1.52 1.32 0.01
P -2.63 2.20 1.06
S -1.79 3.11 2.59
C -3.60 3.37 0.07
C -4.69 2.93 -0.69
C -5.41 3.83 -1.46
C -5.06 5.17 -1.47
C -3.99 5.61 -0.71
C -3.26 4.72 0.06
C -3.87 1.01 1.65
C -4.88 1.48 2.49
C -5.83 0.61 3.00
C -5.77 -0.74 2.69
C -4.77 -1.22 1.87
C -3.82 -0.35 1.34
C -2.51 0.83 -2.82
C -2.31 0.95 -4.20
C -3.18 0.32 -5.08
C -4.23 -0.44 -4.59
C -4.42 -0.59 -3.22
C -3.55 0.05 -2.34
C -1.15 3.30 -2.15
C -2.00 3.95 -3.03
C -1.82 5.29 -3.31
C -0.80 6.00 -2.68
C 0.04 5.36 -1.78
C -0.13 4.01 -1.52
H -4.99 1.89 -0.66
H -6.26 3.48 -2.04
H -5.63 5.88 -2.07
H -3.71 6.66 -0.71
H -2.43 5.05 0.67
H -4.91 2.53 2.75
H -6.61 0.99 3.65
H -6.51 -1.42 3.10
H -4.71 -2.28 1.63
H -3.03 -0.73 0.71
H -1.48 1.53 -4.58
H -3.03 0.42 -6.14
H -4.91 -0.94 -5.28
H -5.23 -1.19 -2.84
H -3.68 -0.08 -1.27
H -2.81 3.41 -3.50
H -2.48 5.79 -4.00
H -0.67 7.06 -2.90
H 0.83 5.91 -1.29
H 0.53 3.51 -0.82
S -0.54 -2.05 0.12
S 0.94 -2.66 -1.27
S 2.56 -2.40 -0.08
S 2.23 -0.53 0.83
C -0.57 -1.65 6.59
Si -0.30 -2.75 5.09
C -1.95 -3.40 4.46
C 0.83 -4.17 5.53
C 0.49 -1.76 3.70
Te -0.68 -0.05 3.16
C 0.44 1.30 4.36
Si 1.95 2.23 3.69
C 2.13 3.74 4.78
C 3.46 1.14 3.87
C 1.74 2.82 1.92
H -1.05 -2.22 7.39
H -1.22 -0.80 6.35
H 0.37 -1.26 6.97
H -2.49 -3.92 5.26
H -1.80 -4.11 3.64
H -2.58 -2.59 4.10
H 0.39 -4.80 6.31
H 1.79 -3.80 5.90
H 1.03 -4.80 4.66
H 0.57 -2.36 2.79
H 1.49 -1.38 3.93
H 0.74 0.70 5.22
H -0.30 2.02 4.70
H 2.23 3.46 5.83
H 1.26 4.39 4.69
H 3.02 4.32 4.50
H 3.58 0.82 4.91
H 4.36 1.68 3.58
H 3.40 0.25 3.24
H 0.89 3.50 1.84
H 1.58 2.00 1.20
H 2.65 3.33 1.60
*
```